(1)
# C19H20N2O4S2

An isolated molecule of C19H20N2O4S2 at a distorted geometry (wB97M-V/def2-TZVPD, the Open Molecules 2025 dataset).

Structure (XYZ):
```
47
C19H20N2O4S2, DFT wB97M-V/def2-TZVPD
C 2.108 0.450 -3.977
C 2.038 0.607 -2.495
C 1.991 1.758 -1.912
C 2.101 1.986 -0.576
C 2.087 1.020 0.130
C 2.090 0.949 1.721
S 0.434 0.534 2.304
C -0.335 1.815 2.795
C -0.740 2.805 1.446
N -1.355 2.023 0.679
C -2.799 2.086 0.848
O -3.398 2.696 1.521
C -3.592 0.727 -0.089
N -2.584 -0.467 0.060
C -2.424 -1.016 1.074
O -2.763 -0.916 2.268
C -1.386 -2.231 0.951
C -1.025 -3.155 1.854
C 0.009 -3.770 1.543
C 0.386 -4.025 0.243
C -0.149 -3.219 -0.973
C -0.767 -2.250 -0.271
S -1.675 -0.890 -1.268
O -2.417 -1.173 -2.407
O -0.716 0.304 -1.553
C 2.283 -0.361 -0.383
C 2.388 -0.455 -1.681
H 2.712 -0.436 -4.548
H 2.349 1.436 -4.467
H 1.037 0.420 -4.277
H 2.203 2.861 -2.561
H 2.265 2.961 -0.165
H 2.879 0.032 2.101
H 2.291 1.839 1.905
H 0.352 2.496 3.647
H -1.002 1.475 3.375
H 0.238 3.058 1.033
H -1.130 3.476 1.879
H -0.860 1.338 0.167
H -3.544 0.897 -1.113
H -4.585 0.662 0.175
H -1.202 -2.938 2.937
H 0.378 -4.631 2.322
H 1.136 -4.852 -0.121
H 0.327 -3.085 -1.884
H 2.189 -1.328 0.101
H 2.177 -1.511 -2.356
```

Max |F|: 18.6 eV/A
E_tot: -1942.27360 Ha

Here are the Löwdin charges for atoms 1 to 4, given in e: -0.0664, -0.3846, -0.0772, -0.1476


(2)
# C19H20N2O9P2Pd

A structure of composition C19H20N2O9P2Pd at a distorted geometry (wB97M-V/def2-TZVPD, the Open Molecules 2025 dataset).

Structure (XYZ):
```
53
C19H20N2O9P2Pd, DFT wB97M-V/def2-TZVPD
Pd -1.258 0.395 0.342
C -1.350 -1.121 4.010
O -1.089 -1.241 2.612
C -0.797 -2.481 2.160
C -0.740 -3.611 2.973
C -0.467 -4.854 2.423
C -0.254 -4.989 1.063
C -0.294 -3.869 0.252
C -0.538 -2.610 0.789
N -0.518 -1.445 -0.050
N 0.069 -1.659 -1.141
C 0.065 -0.817 -2.202
C -0.969 0.122 -2.396
O -1.879 0.348 -1.510
C -1.066 0.799 -3.652
C -0.151 0.569 -4.620
C 0.922 -0.363 -4.453
C 1.862 -0.588 -5.477
C 2.873 -1.498 -5.312
C 2.975 -2.210 -4.108
C 2.078 -2.002 -3.090
C 1.029 -1.075 -3.243
H -0.444 -1.327 4.585
H -2.142 -1.808 4.311
H -1.674 -0.102 4.163
H -0.907 -3.524 4.034
H -0.432 -5.722 3.069
H -0.062 -5.960 0.629
H -0.135 -3.959 -0.812
H -1.871 1.510 -3.770
H -0.215 1.108 -5.559
H 1.768 -0.029 -6.401
H 3.591 -1.667 -6.104
H 3.773 -2.930 -3.978
H 2.169 -2.544 -2.159
C 0.526 4.851 2.219
C -0.556 3.839 1.898
O -1.817 4.384 2.317
P -0.457 2.293 2.855
O 0.904 1.548 2.528
O -0.211 2.696 4.376
O -1.649 1.446 2.631
P -0.627 3.425 0.104
O 0.780 2.549 -0.009
O -0.520 4.596 -0.775
O -1.770 2.419 0.014
H 0.523 5.094 3.281
H 0.335 5.752 1.638
H 1.512 4.469 1.950
H -2.515 3.868 1.888
H 1.276 1.848 1.676
H -0.978 3.150 4.750
H 1.317 2.926 -0.718
```

Max |F|: 1.1 eV/A
E_tot: -2333.46265 Ha

Here are the Löwdin charges for atoms 1 to 4, given in e: 1.0536, -0.0589, -0.1262, -0.2249


Q: The highest max |F| belongs to which entry?
A: C19H20N2O4S2


Q: Among the records above, which one has the highest max |F|?
A: C19H20N2O4S2


Q: The lowest E_tot belongs to which entry?
A: C19H20N2O9P2Pd